(1)
{
  "formula": "C19H24N4O2",
  "method": "wB97M-V/def2-TZVPD",
  "homo_energy_ev": -8.21,
  "charge": 0,
  "relative_energy_kj_mol": 1927.6,
  "spin_multiplicity": 1,
  "homo_lumo_gap_ev": 8.59,
  "elements": ["C", "C", "C", "C", "C", "C", "N", "C", "N", "C", "C", "N", "C", "O", "C", "C", "N", "C", "O", "C", "C", "H", "H", "H", "H", "C", "C", "C", "H", "H", "H", "H", "H", "H", "H", "H", "C", "H", "H", "H", "H", "H", "H", "H", "H", "H", "H", "H", "H"],
  "xyz": [[-2.20083, -3.50919, -0.24397], [-3.12479, -2.65640, 0.51973], [-3.80314, -3.18631, 1.66114], [-4.48338, -2.19118, 2.39379], [-4.56325, -0.77380, 1.93686], [-3.79042, -0.27668, 1.04576], [-3.63137, 1.06199, 0.55312], [-2.82508, 0.61971, -0.71037], [-2.42297, -0.59648, -0.86419], [-3.11020, -1.23681, 0.20152], [-2.29016, 1.68650, -1.35215], [-0.86440, 1.49689, -1.85790], [-0.19076, 1.76345, -0.95352], [-0.47650, 2.13933, 0.35582], [1.25931, 1.00003, -1.06352], [2.21396, 1.64894, 0.26698], [3.28092, 0.88555, 0.23676], [3.26324, -0.51983, 0.39443], [4.12969, -1.51617, 0.40629], [1.83133, -1.04513, 0.46503], [1.13775, -0.51946, -0.96155], [1.62617, -0.91869, -1.59974], [0.05501, -0.82910, -0.72304], [1.36587, -0.68014, 1.43032], [1.85102, -2.41957, 0.18641], [4.56114, 1.32972, 0.21130], [4.92135, 2.56002, 1.14701], [5.66736, 0.91935, 1.31112], [6.74909, 1.12074, 1.02662], [5.34119, 0.43344, 2.07051], [4.26596, 2.49132, 2.01933], [5.56986, 3.24737, 0.80337], [4.96707, 1.51017, -0.77023], [2.45247, 2.67730, -0.09894], [1.62140, 1.59157, 1.08792], [1.67563, 1.18451, -1.76808], [-0.79984, 0.75798, -3.17731], [-1.20865, -0.04618, -2.69081], [0.28660, 0.78224, -3.25247], [-1.18690, 1.33137, -3.69980], [-2.58238, 2.88427, -0.80049], [-2.85278, 1.99620, -2.14466], [-3.93926, 1.79821, 0.83693], [-5.07606, -0.02692, 2.72812], [-4.82469, -2.64942, 3.25123], [-3.80269, -4.09642, 1.86031], [-1.24157, -3.50179, 0.06851], [-2.72634, -4.43493, -0.36615], [-2.07500, -3.28755, -1.37732]],
  "atomic_forces_ev_per_a": [[-3.00, -0.09, -4.49], [0.64, 2.65, -0.18], [0.04, 11.64, -3.39], [1.26, 0.91, -3.27], [-3.99, -2.40, 9.06], [2.21, 1.59, -4.81], [6.56, -17.37, -7.24], [-1.23, 0.07, 5.09], [-2.31, 0.54, 1.67], [-0.17, -1.87, 1.61], [1.33, 7.78, -1.81], [-11.86, 0.31, -7.06], [11.66, 0.19, 15.07], [0.46, -0.97, -6.16], [-9.05, -1.26, 17.45], [-4.35, 2.01, -6.23], [5.20, -7.72, 1.56], [-0.64, -4.88, 0.07], [-1.79, 5.77, -0.27], [-0.02, -2.23, -2.50], [-7.15, 5.14, 12.17], [5.45, -5.54, -8.37], [1.53, 0.19, -1.38], [-0.14, -0.79, -1.34], [0.00, 4.52, 1.72], [5.59, 3.65, 2.02], [-1.93, -7.87, 1.19], [0.56, 7.52, -7.75], [-1.70, -1.18, 0.40], [-1.68, -3.12, 4.94], [0.26, 1.39, -0.32], [1.77, 2.50, -0.61], [0.30, -0.29, -0.45], [-0.23, -0.73, 0.85], [-1.78, 0.25, 2.40], [9.21, 4.49, -15.18], [8.98, -5.43, 11.43], [-1.20, -3.30, -1.10], [-0.11, -0.97, -1.07], [-7.00, 8.53, -9.66], [1.80, -3.85, -0.94], [-1.63, 0.04, -3.02], [-4.32, 10.94, 3.87], [0.89, -1.83, -1.98], [-1.69, 0.38, 2.17], [0.15, -7.98, 1.99], [3.01, -0.57, 1.61], [0.57, -1.30, 0.56], [-0.45, 0.52, 1.71]]
}



(2)
{
  "formula": "C3H3MgNdO4",
  "method": "wB97M-V/def2-TZVPD",
  "homo_energy_ev": [-7.33, -6.87],
  "charge": 0,
  "spin_multiplicity": 4,
  "homo_lumo_gap_ev": [5.86, 5.51],
  "elements": ["O", "C", "O", "Mg", "O", "C", "C", "O", "Nd", "H", "H", "H"],
  "xyz": [[1.50294, -1.41552, 2.18890], [2.68526, -0.92880, 2.24675], [3.24013, -0.54583, 3.27234], [-0.19009, -1.28219, 1.26477], [-0.35715, -0.16653, -0.44558], [-0.17344, 0.76236, -1.31723], [-1.48990, 1.16668, -1.96592], [-2.66644, 0.61989, -1.49268], [-2.95243, -0.67363, -0.05683], [-1.32469, 0.95537, -3.04981], [-1.48101, 2.28151, -1.90865], [3.20682, -0.77331, 1.26392]],
  "atomic_forces_ev_per_a": [[-1.76, -0.53, -0.72], [1.40, 1.43, 0.90], [-0.37, -0.56, -0.99], [1.36, 0.27, 0.23], [-1.24, -0.44, 0.62], [-0.02, -0.01, -0.25], [1.85, 1.45, -1.29], [-0.40, 0.69, -0.78], [-0.18, -1.49, 1.45], [-0.19, 0.04, 0.47], [-0.23, -0.52, 0.02], [-0.23, -0.32, 0.35]]
}



(3)
{
  "formula": "C5H6O",
  "method": "wB97M-V/def2-TZVPD",
  "homo_energy_ev": -8.89,
  "charge": 0,
  "relative_energy_kj_mol": 207.5,
  "spin_multiplicity": 1,
  "homo_lumo_gap_ev": 8.79,
  "smiles": "CC(C)=C=C=O",
  "elements": ["C", "C", "C", "C", "O", "C", "H", "H", "H", "H", "H", "H"],
  "xyz": [[-1.66660, 0.61430, -0.31170], [-0.31460, -0.03802, -0.11221], [-0.07801, -1.32245, -0.46218], [1.09600, -1.90019, -0.28788], [2.08296, -2.51372, -0.18349], [0.95567, 0.62810, 0.50068], [-1.59698, 1.48957, -0.96957], [-2.40289, -0.07257, -0.75159], [-2.07350, 0.97748, 0.63980], [1.70737, 0.50853, -0.28357], [1.19919, -0.01859, 1.34742], [1.09141, 1.64757, 0.87430]],
  "atomic_forces_ev_per_a": [[0.20, 0.02, 0.07], [0.32, 0.02, 0.10], [0.00, -0.01, 0.00], [0.48, -0.62, -0.06], [-1.01, 0.39, -0.18], [-0.19, -0.05, -0.08], [0.16, -0.07, 0.13], [0.46, 0.06, 0.17], [0.18, -0.02, -0.05], [0.16, 0.02, 0.31], [0.28, 0.14, -0.11], [-1.03, 0.12, -0.29]]
}



(4)
{
  "formula": "C4H7NO",
  "method": "wB97M-V/def2-TZVPD",
  "homo_energy_ev": -9.23,
  "charge": 0,
  "relative_energy_kj_mol": 347.6,
  "spin_multiplicity": 1,
  "homo_lumo_gap_ev": 10.14,
  "smiles": "CCC=C=NO",
  "elements": ["O", "N", "C", "C", "C", "C", "H", "H", "H", "H", "H", "H", "H"],
  "xyz": [[2.83991, 0.26061, -0.37511], [1.97561, 0.03025, 0.70408], [0.88675, 0.62184, 0.66383], [-0.82668, -0.93440, -0.69897], [-1.47443, 0.19512, 0.09455], [-0.36595, 1.00655, 0.74639], [3.65799, -0.13771, -0.04421], [-1.49244, -1.46232, -1.38298], [-0.35442, -1.64627, -0.01517], [-2.07899, 0.82497, -0.57207], [-2.16837, -0.18033, 0.86274], [-0.01613, -0.49944, -1.27348], [-0.58286, 1.92114, 1.29040]],
  "atomic_forces_ev_per_a": [[0.21, 0.11, 0.10], [-0.64, 0.32, 0.29], [0.16, -0.34, 0.05], [-0.03, -0.21, 0.18], [0.10, -0.01, -0.06], [0.15, 0.06, 0.07], [-0.18, 0.07, -0.22], [-0.10, 0.07, 0.20], [-0.17, -0.06, -0.14], [0.22, 0.05, 0.18], [0.23, 0.06, -0.15], [0.08, -0.07, -0.38], [-0.05, -0.06, -0.11]]
}